Record 1
DFT (ωB97M-V/def2-TZVPD) results for one molecule with the formula C5H8N2.

Energy above the lowest of the compared OMol25 structures with the same formula, charge and spin, kJ/mol: 302.8
Spin multiplicity: 1
Orbital gap (alpha / beta), eV: 8.511 / 8.512

Structure (XYZ):
```
15
Properties=species:S:1:pos:R:3:mulliken_charge:R:1
C -2.47326 0.40545 -0.63257 -0.760
N -1.28242 -0.02047 0.06407 -0.264
C -0.01390 -0.70352 2.31843 -0.204
N 0.84388 -0.60064 1.44439 -0.073
C 1.07632 -0.15751 0.25125 0.061
C 2.45419 0.04894 -0.30127 -1.247
C -0.14719 0.19457 -0.47057 0.254
H -2.27566 0.86596 -1.61351 0.290
H -3.13630 -0.45598 -0.77237 0.244
H -3.00902 1.12838 -0.00675 0.258
H -0.45368 -1.68774 2.51829 0.212
H 3.19445 -0.46317 0.31908 0.335
H 2.53636 -0.33620 -1.32443 0.323
H 2.71368 1.11516 -0.32528 0.265
H -0.03363 0.65858 -1.46196 0.308
```

Record 2
DFT (ωB97M-V/def2-TZVPD) results for C41H41BO2P2Pb as an isolated structure in a non-equilibrium geometry.

Net charge: +2
Spin multiplicity: 1
Orbital gap, eV: 3.657

Structure (XYZ):
```
88
Properties=species:S:1:pos:R:3:mulliken_charge:R:1
Pb -4.54052 -3.65615 -0.74539 0.981
C -3.83087 -5.35498 -2.05152 -0.531
C -2.83678 -4.77895 -2.84234 -0.227
C -3.00020 -4.46338 -4.27004 -0.643
C -4.31754 -3.69602 -4.57475 -1.286
C -4.79738 -2.77778 -3.49984 -0.139
C -5.78099 -3.09703 -2.58945 -0.666
C -6.29281 -4.51791 -2.24236 -0.929
C -5.27999 -5.67555 -2.49822 -0.982
C 0.16763 1.76946 0.52687 -0.449
H -3.46209 -6.00071 -1.22969 0.852
H -1.79982 -4.80977 -2.48345 0.687
H -2.95627 -5.36500 -4.91466 0.499
H -2.16445 -3.83311 -4.60565 0.145
H -4.15147 -3.10122 -5.49766 0.591
H -5.11531 -4.41835 -4.81565 0.217
H -4.45535 -1.74278 -3.66098 0.669
H -6.39445 -2.25712 -2.22203 1.045
H -7.28397 -4.65146 -2.69353 0.487
H -6.51810 -4.59308 -1.14493 0.457
H -5.56997 -6.54267 -1.87221 0.419
H -5.31907 -5.98231 -3.55085 0.300
H -0.29758 2.61788 1.04624 0.313
H -0.61212 0.95882 0.49868 0.060
H 0.36324 2.06933 -0.50154 0.240
P -0.05210 -2.24577 -1.18580 0.738
P -2.13391 0.65148 -1.19500 0.880
C -1.31386 -1.79115 -2.41670 -1.238
C -2.13884 -0.70069 -2.37082 -0.491
C 1.41506 -2.49914 -2.21456 0.276
C 1.42836 -3.21825 -3.41813 0.244
C 2.65033 -3.42054 -4.06424 -0.564
C 3.82986 -2.90573 -3.51764 -0.591
C 3.80034 -2.15327 -2.33564 -0.589
C 2.59174 -1.92703 -1.68962 -0.441
C -0.29182 -3.98676 -0.55162 -0.488
C -1.53542 -4.31485 0.01342 0.719
C -1.67547 -5.18437 1.08912 -0.636
C -0.58595 -6.00677 1.41439 -0.566
C 0.56194 -5.93337 0.61313 -0.750
C 0.73741 -4.92511 -0.34233 -0.779
C -2.27015 2.12904 -2.24878 0.682
C -1.15043 2.45099 -3.04672 -0.435
C -1.16468 3.60301 -3.83939 -0.691
C -2.30433 4.42694 -3.86178 -0.521
C -3.41691 4.09615 -3.07321 -0.596
C -3.40205 2.95486 -2.26468 -0.495
C -3.74442 0.51524 -0.32580 0.082
C -3.86488 1.13424 0.93883 -0.296
C -5.00656 0.92268 1.71825 -0.639
C -6.03379 0.08881 1.26410 -0.840
C -5.94850 -0.45478 -0.02643 -0.656
C -4.85591 -0.16511 -0.85043 -0.277
H -1.30344 -2.42614 -3.31663 0.338
H -2.84973 -0.56321 -3.18738 1.101
H 0.50073 -3.61272 -3.84007 0.185
H 2.67642 -3.99320 -4.99007 0.423
H 4.78262 -3.08721 -4.01576 0.390
H 4.71602 -1.75037 -1.90520 0.463
H 2.53420 -1.32292 -0.78099 0.391
H -2.39094 -3.78838 -0.42070 -0.225
H -2.60462 -5.21784 1.66146 0.447
H -0.64740 -6.68227 2.27941 0.404
H 1.36741 -6.63874 0.78409 0.434
H 1.65566 -4.85201 -0.92169 0.434
H -0.26992 1.80151 -3.03784 0.370
H -0.28509 3.85783 -4.44224 0.386
H -2.31837 5.32095 -4.49928 0.376
H -4.30204 4.73726 -3.09491 0.398
H -4.26586 2.71089 -1.64746 0.333
H -3.07018 1.79429 1.29153 0.449
H -5.09719 1.41564 2.68948 0.427
H -6.89745 -0.13176 1.89772 0.453
H -6.73923 -1.13225 -0.37343 0.399
H -4.85167 -0.52369 -1.88571 0.593
O 2.73039 1.29842 0.66792 -0.558
B 1.45361 1.28603 1.22775 0.665
O 1.47642 0.92542 2.58035 -0.539
C 2.80669 0.90993 2.92233 0.645
C 3.30379 1.17793 4.18157 -0.874
C 4.56738 1.78356 4.25815 -0.427
C 5.33051 1.99875 3.12577 -0.457
C 4.87387 1.64503 1.84810 -0.820
C 3.59077 1.14554 1.74687 0.655
H 2.68559 1.00235 5.05428 0.432
H 4.93900 2.08048 5.23548 0.375
H 6.31902 2.45735 3.21333 0.354
H 5.47332 1.81285 0.95353 0.429
```

What is the spin multiplicity in the second record?
1

Which formula does entry 2 have?
C41H41BO2P2Pb

Look up the spin multiplicity of the first one.
1

What is the spin multiplicity in the second record?
1